# C32H55N6O4PS2Zr

C32H55N6O4PS2Zr as an isolated structure (ωB97M-V/def2-TZVPD, the Open Molecules 2025 dataset).

Each line ends with the Löwdin charge.
CARTESIAN COORDINATES (ANGSTROEM)
1 Zr -0.077385 0.118580 -0.285235  1.911
2 C 3.672844 -3.804458 0.007900  0.040
3 N 3.221707 -2.442939 0.314864  -0.077
4 C 4.276201 -1.562786 0.831263  0.043
5 C 2.008908 -2.020552 0.134301  -0.336
6 O 1.640599 -0.817445 0.399175  -0.163
7 C 0.946610 -2.955903 -0.436061  -0.034
8 O -0.304363 -2.256265 -0.581457  -0.225
9 C -1.404159 -2.784166 0.195492  -0.027
10 C -1.564670 -1.906699 1.432018  -0.338
11 O -1.053996 -0.736220 1.329829  -0.143
12 N -2.168869 -2.340927 2.492103  -0.075
13 C -2.351649 -1.491668 3.675093  0.042
14 C -2.705269 -3.707279 2.595071  0.033
15 H 4.254985 -4.182130 0.847123  0.126
16 H 4.323582 -3.785345 -0.867357  0.126
17 H 2.852104 -4.490670 -0.178539  0.099
18 H 4.550203 -1.864549 1.842530  0.125
19 H 3.949779 -0.528262 0.837279  0.080
20 H 5.158969 -1.662236 0.200906  0.120
21 H 0.830074 -3.817352 0.222258  0.154
22 H 1.244087 -3.313219 -1.423953  0.155
23 H -1.238894 -3.831832 0.434081  0.143
24 H -2.300747 -2.708720 -0.423282  0.159
25 H -1.838472 -0.544842 3.550843  0.093
26 H -1.964583 -2.010597 4.551133  0.123
27 H -3.415636 -1.311712 3.827904  0.123
28 H -3.190734 -4.024745 1.674508  0.110
29 H -3.447086 -3.731919 3.387957  0.118
30 H -1.915521 -4.412572 2.859245  0.123
31 N 1.946096 1.858318 2.173114  0.149
32 C 0.761235 2.422524 1.854539  -0.635
33 N -0.081917 1.893784 0.960567  -0.098
34 C -1.243345 2.680354 0.842026  -0.310
35 C -1.237296 3.785308 1.612458  -0.272
36 S 0.205835 3.897155 2.542579  1.212
37 C -2.278142 2.199921 -0.065621  -0.321
38 C -3.476169 2.749281 -0.351301  -0.272
39 S -4.342446 1.797689 -1.493942  1.205
40 C -3.029796 0.686537 -1.559987  -0.648
41 N -2.019972 1.003745 -0.753715  -0.102
42 N -3.012664 -0.420553 -2.341179  0.148
43 H 2.027220 0.857328 2.105120  0.092
44 H 2.478132 2.277976 2.923051  0.133
45 H -2.000310 4.543336 1.701278  0.110
46 H -3.902261 3.659837 0.041155  0.109
47 H -3.783218 -0.551389 -2.981799  0.129
48 H -2.114078 -0.718342 -2.694930  0.078
49 O 0.251560 0.028527 -2.194455  -0.524
50 P 1.303320 0.437793 -3.320498  1.041
51 C 0.516927 1.823017 -4.232205  -0.335
52 C -0.259614 2.795910 -3.331444  -0.183
53 C -1.127013 3.690238 -4.227780  -0.172
54 C -0.276689 4.437903 -5.256061  -0.171
55 C 0.580308 3.486188 -6.089369  -0.162
56 C 1.438547 2.594611 -5.185939  -0.183
57 C 1.638598 -1.111508 -4.270281  -0.328
58 C 2.134816 -0.914262 -5.715576  -0.163
59 C 1.021497 -0.567625 -6.707440  -0.171
60 C -0.124422 -1.574559 -6.634096  -0.165
61 C -0.667923 -1.682271 -5.209651  -0.191
62 C 0.445046 -2.086584 -4.239410  -0.188
63 C 2.809205 0.701977 -2.281294  -0.331
64 C 2.590524 1.756962 -1.178582  -0.198
65 C 3.029456 3.171448 -1.566458  -0.162
66 C 4.463600 3.167377 -2.097996  -0.160
67 C 4.572772 2.266324 -3.325532  -0.166
68 C 4.171165 0.833858 -2.985855  -0.152
69 H -0.221799 1.291327 -4.844636  0.111
70 H 0.428473 3.427308 -2.765815  0.107
71 H -0.885784 2.254794 -2.619058  0.076
72 H -1.671792 4.406982 -3.611151  0.121
73 H -1.868211 3.072674 -4.745635  0.124
74 H 0.367729 5.158373 -4.743845  0.127
75 H -0.929431 5.010830 -5.914369  0.129
76 H 1.235448 4.059647 -6.744519  0.132
77 H -0.052764 2.865597 -6.730722  0.125
78 H 2.107113 3.234187 -4.608277  0.101
79 H 2.051683 1.921137 -5.789176  0.107
80 H 2.462217 -1.549148 -3.689952  0.119
81 H 2.578547 -1.864452 -6.023022  0.139
82 H 2.933129 -0.168983 -5.755606  0.105
83 H 1.444481 -0.564618 -7.711802  0.136
84 H 0.637049 0.439245 -6.526639  0.085
85 H 0.230618 -2.557108 -6.955222  0.132
86 H -0.922156 -1.285694 -7.318043  0.128
87 H -1.467444 -2.425203 -5.173782  0.124
88 H -1.094500 -0.716717 -4.903135  0.093
89 H 0.824323 -3.065934 -4.543278  0.138
90 H 0.051829 -2.184414 -3.225009  0.072
91 H 2.808910 -0.284236 -1.799362  0.089
92 H 3.175597 1.461680 -0.306524  0.105
93 H 1.513108 1.773755 -0.876558  0.051
94 H 2.951130 3.820653 -0.692373  0.125
95 H 2.375924 3.580441 -2.337885  0.095
96 H 5.156524 2.828116 -1.322434  0.128
97 H 4.748060 4.185486 -2.360767  0.132
98 H 5.596809 2.259299 -3.698328  0.135
99 H 3.951931 2.659650 -4.130430  0.096
100 H 4.923227 0.436827 -2.297744  0.129
101 H 4.196320 0.208092 -3.881184  0.109

Forces on atoms 1 to 6 (eV/Å):
Zr -0.07 -0.03 0.69
C 0.14 -0.36 -0.12
N -0.11 0.22 0.02
C 0.24 0.18 0.14
C 0.09 -0.33 -0.02
O 0.48 -0.33 0.09

For the gap between HOMO and LUMO, the calculation gives 0.2595 Eh. Its charge is +4. The value obtained for the HOMO energy is -18.5 eV. The LUMO energy is -0.4196 Eh. Its total energy is -3065.577424 a.u. The calculation puts the energy above the lowest of the compared OMol25 structures with the same formula, charge and spin at 0.633 eV.